Record 1
A molecular structure, C21H43O16Zn. Source: the OMol25 dataset; level of theory: wB97M-V/def2-TZVPD.

Results
energy relative to the best compared isomer or geometry (same formula, charge and spin)	23.24	kcal/mol
E	-3808.9254	a.u.
charge	+1

Geometry (Å):
1 Zn -0.6598 1.7824 -0.2986
2 O -0.3683 -4.1084 -0.8073
3 O 0.7149 1.9618 1.2992
4 O -2.1025 0.7269 -3.8797
5 O -1.6786 -4.3383 0.8791
6 O -4.1537 -0.0139 1.0469
7 O 5.2237 -0.8001 -1.9284
8 O -2.6789 2.7721 -3.8310
9 O 1.6521 -2.0842 4.2015
10 O -3.7647 1.4494 2.5543
11 O 3.0692 3.4419 -1.8521
12 O 2.4199 1.7404 -2.9225
13 O -0.0449 0.0299 -0.6907
14 O -2.5459 -3.5593 -1.0413
15 O 0.9517 2.7650 -1.5566
16 O -1.9304 1.8082 -1.9373
17 O -2.2200 1.1299 0.9474
18 C -1.7880 -0.5282 -3.2661
19 C 3.4964 -0.7952 -0.2840
20 C -0.6737 -2.3812 4.4261
21 C 0.5766 -2.1157 3.6359
22 C 2.0445 2.6535 -2.0654
23 C 0.4851 -1.8997 2.1625
24 C -2.2279 1.7865 -3.1248
25 C 2.9541 2.2941 1.9717
26 C 1.4887 2.0674 2.2431
27 C -2.9618 2.3505 3.2781
28 C 1.0391 1.8445 3.6564
29 C 4.5320 -1.4332 -1.1746
30 C -2.9590 -4.3037 1.5289
31 C -1.6295 -3.9508 -0.3671
32 C -3.2890 0.8750 1.4551
33 C 4.6194 -2.9540 -1.0913
34 C -0.0604 -3.5380 -2.0523
35 C -3.9207 -0.5988 -0.2359
36 C 2.9013 4.6818 -1.2137
37 C -2.7453 4.0876 -3.2495
38 C 1.5235 0.7750 -3.4548
39 H 1.4833 2.5500 4.3560
40 H 2.0121 5.2120 -1.5605
41 H -2.8154 -4.4306 2.6004
42 H -0.0390 1.8222 3.7287
43 H -0.7340 -3.4289 4.7154
44 H -0.6405 -3.9608 -2.8770
45 H 0.3910 -0.8022 -0.7537
46 H -2.1888 -0.5242 -2.2593
47 H -3.9701 -1.6815 -0.1371
48 H -3.4763 3.2441 3.6115
49 H 3.3568 0.2566 -0.5333
50 H -2.9458 -0.3497 -0.6440
51 H -0.8022 -1.6815 5.2497
52 H -4.7316 -0.3069 -0.9023
53 H 0.5554 1.2250 -3.6685
54 H 2.5560 -1.3266 -0.4215
55 H 4.7714 -3.3343 -2.1012
56 H -0.7216 -0.7062 -3.2508
57 H 3.7994 5.2882 -1.2454
58 H -0.2524 -2.4621 -2.0724
59 H 1.3971 -0.0377 -2.7422
60 H 2.0296 0.4172 -4.3469
61 H 0.6357 -2.7934 1.5616
62 H -1.5274 -2.1922 3.7687
63 H 3.4415 1.5116 1.3998
64 H -0.5115 -1.4550 2.0693
65 H 2.7044 4.4986 -0.1481
66 H -3.0580 4.0132 -2.2078
67 H 3.4327 2.4808 2.9332
68 H 1.4087 0.8433 3.9107
69 H -2.4466 1.8066 4.0708
70 H -2.3053 -1.3442 -3.7664
71 H -2.1060 2.6994 2.6879
72 H -3.3688 4.7158 -3.8686
73 H -3.6284 -3.4786 1.3201
74 H -3.3674 -5.2799 1.2449
75 H 3.8525 -0.8386 0.7481
76 H -1.7051 4.4186 -3.1927
77 H 1.1038 -1.0643 1.8303
78 H 3.7011 -3.3794 -0.6840
79 H 0.9752 -3.6856 -2.3523
80 H 3.0134 3.2423 1.4332
81 H 5.4318 -3.3223 -0.4653



Record 2
A molecular structure, C32H60AsBF6HgN8. Source: the OMol25 dataset; level of theory: wB97M-V/def2-TZVPD.

Results
energy relative to the best compared isomer or geometry (same formula, charge and spin)	0.00	kcal/mol
E	-4705.7605	a.u.

Geometry (Å):
1 Hg 0.4954 -0.1145 -0.0854
2 As 3.5626 -0.4618 -3.5122
3 F 5.0180 -0.7877 -2.6305
4 F 2.8257 -2.0696 -3.1495
5 F 4.3354 -1.3217 -4.9635
6 F 4.1747 1.0829 -4.0167
7 F 2.1591 -0.2028 -4.5041
8 F 2.8356 0.2255 -2.1383
9 N 1.6132 6.7455 -2.5058
10 N -0.3246 -0.7224 -2.1223
11 N -0.5615 -1.5372 5.2506
12 N -3.8252 -0.9764 -4.7226
13 N 5.1052 -0.9149 2.5653
14 N -1.6596 -1.1707 1.0808
15 N 1.6413 -2.2506 0.0128
16 N -4.2778 3.5831 0.2360
17 C -0.5338 -1.7534 -4.5069
18 C 0.9088 1.5028 5.6199
19 C -2.7739 -2.6804 2.9363
20 C 2.3808 -2.8551 -0.6461
21 C -0.4582 -4.0711 -3.4077
22 C -2.9704 1.9619 3.5057
23 C -4.1407 -2.3622 3.4935
24 C -5.2496 -2.3595 2.5109
25 C 0.2346 -0.7815 4.9338
26 C 4.8116 0.0155 1.9105
27 C 0.6707 1.3375 7.1103
28 C 3.1947 -3.8742 -1.4245
29 C -2.1056 3.5565 1.7205
30 C 1.6563 5.6522 -2.8679
31 C -0.4533 -1.1351 -3.1765
32 C 4.6459 -3.4265 -1.7895
33 C -7.0090 -0.8212 -2.6151
34 C 0.5820 3.4643 -3.5123
35 C -3.3182 3.5788 0.8589
36 C -5.7350 -0.2295 -1.9540
37 C -0.2984 3.1213 -2.2336
38 C -1.9628 2.2009 2.3301
39 C 4.7090 1.2015 1.1107
40 C -2.1858 -1.8074 1.8821
41 C -1.1404 -3.1368 -4.4050
42 C -4.4433 -1.0059 -2.1741
43 C 1.8288 4.2588 -3.2264
44 C 1.2754 0.2135 4.9023
45 C 5.5365 3.0255 -0.2574
46 C 5.3098 -2.5326 -0.7443
47 C 6.0176 1.8237 0.6021
48 C -4.0449 -0.9977 -3.5882
49 B 1.3189 1.3999 1.3538
50 H -5.7430 0.8366 -2.2015
51 H -0.0276 4.0550 -4.2090
52 H -2.5851 2.5596 4.3987
53 H -0.8953 -5.0291 -3.3182
54 H 1.4427 0.4124 3.8102
55 H 4.8662 3.7121 0.3067
56 H -2.7066 -3.6903 2.5313
57 H 1.5717 1.1808 7.6484
58 H -0.9957 3.9788 -2.0757
59 H -4.0039 2.2572 3.2934
60 H -5.2617 -3.2897 1.9817
61 H 2.5701 4.1929 -4.0726
62 H -6.9263 1.9302 -4.5717
63 H 0.7900 2.5403 -3.9913
64 H 2.1953 -0.2430 5.2649
65 H -6.9317 -0.8234 -3.7180
66 H -0.0136 1.9524 5.1393
67 H 5.0174 2.6757 -1.1780
68 H 3.1778 -4.7810 -0.8453
69 H -2.1039 -2.6032 3.7947
70 H -2.1335 -2.9602 -4.0186
71 H -5.2025 -1.5949 1.7194
72 H 0.2915 3.0114 -1.3201
73 H -5.9000 -0.1842 -0.9050
74 H -7.1269 -1.8616 -2.3612
75 H -1.0034 2.2992 -2.2531
76 H -7.8752 -0.2485 -2.3220
77 H 1.7560 2.1882 5.4448
78 H -4.1671 -1.4376 4.1272
79 H 4.1043 1.0462 0.1876
80 H 1.1022 -1.5134 8.1346
81 H -1.1690 -1.2255 -5.1813
82 H -6.2816 -2.2453 2.9201
83 H 6.5808 2.2890 1.3986
84 H 5.2270 -4.3423 -1.8610
85 H -4.4925 -2.0804 -1.8533
86 H -0.4512 -3.7277 -2.3638
87 H 5.8056 -3.1890 -0.0096
88 H 6.3216 3.6497 -0.6380
89 H 0.4493 -1.7688 -4.9259
90 H -2.9267 0.9040 3.8120
91 H -6.4260 5.6971 -1.1059
92 H -1.0065 2.0279 2.8095
93 H -3.6956 -0.5445 -1.5626
94 H 4.9181 -4.9521 7.2670
95 H -2.2703 4.3620 2.4413
96 H 2.5721 -4.0318 -2.3032
97 H 0.5818 -4.2959 -3.6726
98 H -4.4385 -3.1776 4.1949
99 H 0.2019 2.2422 7.5291
100 H 4.5972 -1.7826 -0.3925
101 H -1.2296 3.7046 1.1345
102 H 2.3832 3.8382 -2.3324
103 H -1.2683 -3.6247 -5.3691
104 H 6.0561 -1.9634 -1.2581
105 H 4.6292 -3.0002 -2.7738
106 H 6.6005 1.1135 0.0187
107 H 4.1805 2.0358 1.6882
108 H -2.0551 1.3926 1.6024
109 H -0.0520 0.5353 7.3193



Record 3
A gas-phase ion, C9H21N4OSi (charge +1). Source: the OMol25 dataset; level of theory: wB97M-V/def2-TZVPD.

Results
structure (SMILES)	C[Si](C)(C)OCCn1cn[nH+]c1CCN
E	-938.8532	a.u.
charge	+1

Geometry (Å):
1 Si 2.3049 -0.5310 0.4508
2 O 0.7147 -1.0165 1.0182
3 N -4.2622 0.0750 0.4970
4 N -0.9107 2.2052 -1.1654
5 N -4.5887 -0.9638 -0.3718
6 N -2.2149 -0.8642 -0.6280
7 C 2.4938 1.3571 0.9498
8 C -1.8655 1.3051 1.1362
9 C 2.6052 -0.7519 -1.4377
10 C -2.7509 0.1756 0.3311
11 C -1.4617 2.6179 0.1816
12 C 3.7158 -1.4629 1.4206
13 C -3.4410 -1.6098 -1.1166
14 C -0.8162 -1.2010 -1.0959
15 C 0.0536 -1.9605 0.1044
16 H 0.1288 2.1056 -1.1703
17 H 2.5689 0.3193 -1.9370
18 H -3.4558 -2.5004 -1.9023
19 H -0.2341 -0.3136 -1.5953
20 H -0.9401 0.8777 1.7150
21 H 0.7981 -2.6906 -0.4262
22 H 4.7625 -1.0460 1.0760
23 H -0.7540 -2.5507 0.7535
24 H 1.6067 2.0200 0.5514
25 H 1.8603 -1.4685 -1.9863
26 H 3.6443 -2.5892 1.0723
27 H 2.5111 1.4991 2.1321
28 H -2.5918 1.7482 1.9737
29 H -0.9385 -2.0294 -1.9466
30 H 3.6134 -1.3105 2.5764
31 H 3.5027 1.8170 0.5235
32 H -1.2625 2.8021 -1.9458
33 H 3.6947 -1.2260 -1.5531
34 H -4.8705 0.6833 1.0977
35 H -0.7166 3.3238 0.7509
36 H -2.5040 3.1544 -0.0339



Record 4
2 unconnected molecules or ions with the total composition C10H22. Source: the OMol25 dataset; level of theory: wB97M-V/def2-TZVPD.

Results
structure (SMILES)	CC(C)(C)C.C1CCCC1
energy relative to the best compared isomer or geometry (same formula, charge and spin)	125.90	kcal/mol
E	-394.0249	a.u.

Geometry (Å):
1 C 2.4677 1.3683 -0.0069
2 C 1.3089 2.2475 0.6385
3 C -0.5356 -1.0331 -2.1371
4 C -1.8271 -1.0256 -1.1919
5 C -1.4176 -1.7443 0.0654
6 C -2.3542 0.2307 -0.4719
7 C 2.2087 0.6197 2.3506
8 C -2.9532 -1.9379 -1.8178
9 C 2.4661 0.0739 0.8473
10 C 0.9903 1.6394 1.9482
11 H 3.1607 0.9871 2.6324
12 H 1.7310 3.2332 0.9425
13 H 1.5077 -0.3719 0.5826
14 H 0.6255 2.2625 2.7377
15 H -3.1904 0.6387 -1.1062
16 H 2.0548 -0.3147 3.0240
17 H -2.7527 0.0172 0.7503
18 H -3.3684 -1.5826 -2.7486
19 H 0.3629 2.5438 -0.0860
20 H 3.6052 1.8706 -0.0055
21 H 0.2240 0.5633 1.8233
22 H 0.3203 -0.6055 -1.6167
23 H -3.8287 -1.9820 -1.0851
24 H -1.3903 1.0137 -0.6087
25 H -0.6895 -1.3423 0.8881
26 H 3.3653 -0.6146 0.5710
27 H -2.1771 -1.8422 0.7422
28 H -0.9265 -2.8347 -0.1275
29 H -0.2110 -2.0813 -2.2117
30 H -2.3397 -2.7966 -2.1826
31 H 2.3221 1.1366 -1.1579
32 H -0.5292 -0.5287 -3.1039



Record 5
A single C3H7N3 molecule. Source: the OMol25 dataset; level of theory: wB97M-V/def2-TZVPD.

Results
energy relative to the best compared isomer or geometry (same formula, charge and spin)	185.76	kcal/mol
E	-282.4782	a.u.

Geometry (Å):
1 N -0.7528 1.4831 -0.6323
2 N 1.2745 0.6272 0.2579
3 N -0.2227 0.6535 0.4335
4 C -0.7447 -0.6674 0.5651
5 C -0.5990 -1.4422 -0.6262
6 C 1.7814 -0.3464 -0.3888
7 H 2.7774 -0.3849 -0.5075
8 H -0.4957 -2.4965 -0.3123
9 H 1.7095 1.4811 0.4855
10 H -0.2027 -1.0728 1.4757
11 H -1.8196 -0.6834 0.9243
12 H -1.6115 1.9166 -0.2239
13 H -1.0940 0.9322 -1.4510



Record 6
2 unconnected molecules or ions with the total composition C4H11N2. Source: the OMol25 dataset; level of theory: wB97M-V/def2-TZVPD.

Results
energy relative to the best compared isomer or geometry (same formula, charge and spin)	76.13	kcal/mol
E	-268.1836	a.u.
charge	+1

Geometry (Å):
1 N -1.5472 0.0487 0.6167
2 N 1.0520 0.5500 -0.4868
3 C -2.0985 -1.2810 0.4918
4 C 0.4815 0.8852 -1.5802
5 C -0.4342 0.1718 1.2803
6 C 2.4416 0.4001 -0.3242
7 H -3.1327 -1.4401 0.8348
8 H 2.8103 0.6842 -1.3193
9 H -2.0890 -1.5499 -0.6102
10 H -1.4067 -2.1229 0.7589
11 H 1.0498 1.0678 -2.4704
12 H 2.8912 1.0258 0.5135
13 H 0.0252 -0.7928 1.6077
14 H 0.0999 1.1406 1.5358
15 H 2.7442 -0.6010 0.0692
16 H -2.2457 0.7832 0.6319
17 H -0.6416 1.0300 -1.5496



Record 7
A molecular structure, C22H16AuBrClN5O4. Source: the OMol25 dataset; level of theory: wB97M-V/def2-TZVPD.

Results
energy relative to the best compared isomer or geometry (same formula, charge and spin)	16.74	kcal/mol
E	-4592.0129	a.u.
charge	+2

Geometry (Å):
1 Au 0.6717 0.4806 -0.3167
2 Br -3.8097 0.7475 5.7145
3 Cl -0.3853 2.8994 -5.2895
4 O -1.1835 1.4212 -0.7254
5 O -3.3128 1.2498 -1.2886
6 O -5.3125 -2.6414 0.0398
7 O -5.3610 -0.5806 -0.7816
8 N 0.7302 0.4492 -2.4419
9 N -1.2454 -2.5527 -0.1038
10 N -1.0263 -1.2677 -0.3884
11 N 2.7702 0.4458 -0.0596
12 N 0.8349 0.4441 1.8510
13 C 5.4397 0.3933 0.6097
14 C 4.4688 0.3533 1.6025
15 C 1.0482 -0.7254 -4.4616
16 C -0.2379 0.4793 2.7504
17 C 0.1770 1.5060 -4.4841
18 C -4.7542 -1.6535 -0.3594
19 C 2.0667 0.4742 2.2123
20 C -1.4411 1.0703 2.3513
21 C 3.1329 0.4048 1.2367
22 C -1.1830 0.0218 4.9162
23 C -3.2408 -1.6848 -0.3703
24 C -2.3688 0.6350 4.5124
25 C -0.1305 -0.0739 4.0345
26 C 5.0472 0.4784 -0.7178
27 C 0.5638 0.3625 -5.1749
28 C 1.1310 -0.6522 -3.0864
29 C 3.6931 0.4845 -1.0159
30 C -2.2238 -0.7159 -0.5509
31 C -2.5530 -2.8454 -0.0789
32 C 0.2517 1.5077 -3.0970
33 C -2.2799 0.7518 -0.8864
34 C -2.5031 1.1482 3.2249
35 H 1.3589 -1.6279 -4.9682
36 H -3.4347 1.6029 2.9186
37 H 2.3466 0.6081 3.2525
38 H -1.0879 -0.3854 5.9127
39 H -0.4775 -3.1828 0.0505
40 H -0.0880 2.3559 -2.5175
41 H 0.4896 0.3314 -6.2540
42 H -1.5129 1.5076 1.3652
43 H 3.3422 0.5310 -2.0374
44 H 4.7379 0.2845 2.6477
45 H 6.4885 0.3695 0.8741
46 H 0.7658 -0.6025 4.3348
47 H 5.7739 0.5531 -1.5138
48 H -4.7605 0.1348 -1.0725
49 H -2.9436 -3.8292 0.1245
50 H 1.5271 -1.4664 -2.4946



Record 8
2 unconnected molecules or ions with the total composition C4H10NO2. Source: the OMol25 dataset; level of theory: wB97M-V/def2-TZVPD.

Results
energy relative to the best compared isomer or geometry (same formula, charge and spin)	127.38	kcal/mol
E	-363.2327	a.u.
charge	+1

Geometry (Å):
1 O -1.0099 -1.3873 -0.4019
2 O 0.6045 0.5528 0.7930
3 N 4.4670 -0.8847 0.0193
4 C -1.0676 0.8392 -0.8573
5 C -1.9081 -0.3004 -0.4669
6 C -2.6847 -0.0519 0.8336
7 C 0.1297 1.2394 -0.0604
8 H -3.3000 -0.9383 0.9988
9 H 4.5849 -1.1205 -0.9561
10 H -3.3525 0.8002 0.8201
11 H 3.8565 -0.0899 0.1571
12 H -1.9789 0.0082 1.6564
13 H 5.3637 -0.6223 0.4104
14 H -0.3366 -1.2726 0.3065
15 H 0.4576 2.2846 -0.2193
16 H -1.2510 1.4583 -1.7315
17 H -2.5747 -0.5147 -1.3018



Number 1: F_max 2.30 eV/A. Number 2: F_max 4.49 eV/A. Number 3: F_max 9.77 eV/A. Number 4: F_max 7.07 eV/A. Number 5: F_max 4.90 eV/A. Number 6: F_max 4.03 eV/A. Number 7: F_max 1.82 eV/A. Number 8: F_max 1.04 eV/A.